Entry 1:
Formula: C5H7NO
Source: OMol25
Level of theory: ωB97M-V with the def2-TZVPD basis set

Structure (XYZ):
```
14
Properties=species:S:1:pos:R:3:forces:R:3:lowdin_charge:R:1
C -1.646766 0.396141 0.629482 -0.52 -0.07 0.18 -0.012
C -0.001716 -0.247313 0.032467 0.10 0.16 -0.13 -0.139
C 0.112650 -1.533480 -0.256193 -0.18 0.06 0.22 -0.135
O 0.955130 -1.985792 -1.287604 0.29 0.34 -0.05 -0.141
C 1.971352 -1.229066 -1.614969 -0.17 -0.42 -0.13 0.062
C -0.096476 1.066204 0.005939 0.19 -0.33 -0.03 -0.237
N 0.588676 1.962533 0.775906 0.12 0.07 -0.09 0.054
H -1.750033 -0.442040 1.333560 0.10 0.09 -0.10 0.077
H -2.339567 0.293027 -0.202210 0.14 0.03 0.12 0.079
H -1.849662 1.300558 1.203460 0.07 -0.12 -0.10 0.081
H -0.419026 -2.339794 0.230554 0.04 0.16 -0.08 0.118
H 2.395271 -1.801965 -2.477949 -0.04 0.16 0.15 0.016
H 0.628533 2.905335 0.420136 -0.02 -0.14 0.06 0.084
H 1.451639 1.655650 1.207417 -0.11 0.01 -0.03 0.095
```
Positions in Å, forces in eV/Å.

Computed properties:
Frontier orbital gap = 8.44 eV
Relative energy (zero: lowest compared OMol25 entry of this formula, charge and spin) = 182.3 kcal per mole
Highest occupied orbital energy = -7.78 eV

Entry 2:
Formula: C5H7NO
Source: OMol25
Level of theory: ωB97M-V with the def2-TZVPD basis set

Structure (XYZ):
```
14
Properties=species:S:1:pos:R:3:forces:R:3:lowdin_charge:R:1
C 1.603967 -0.652543 0.223940 -0.77 -3.16 -1.91 -0.159
C 0.046299 0.754519 0.237068 -3.84 -1.46 1.88 -0.296
C -1.505858 1.033284 0.009076 2.10 3.27 -2.13 0.009
C -1.981124 -0.202925 -0.010678 -3.18 -1.83 1.11 -0.155
C 0.031426 -0.676535 -0.186540 2.81 -0.72 -0.45 -0.336
H 2.426490 -1.199059 -0.375352 -1.60 0.79 0.37 0.130
H 1.780535 -1.002341 1.194940 0.04 0.38 2.07 0.077
H 2.067054 0.755423 -1.139544 -3.68 0.84 3.75 0.240
H 0.094117 0.860049 1.351228 -0.02 -0.04 -0.40 0.158
H -1.923957 2.135201 -0.204417 0.44 -3.18 0.93 0.148
H -3.023321 -0.564799 0.168130 0.82 0.80 -0.65 0.138
H 0.109479 -0.627636 -1.255061 0.15 0.11 -0.97 0.140
N 1.420851 0.713433 -0.068235 8.16 3.48 -4.68 -0.095
O -1.145959 -1.326076 0.055448 -1.42 0.72 1.08 0.000
```
Positions in Å, forces in eV/Å.

Computed properties:
Frontier orbital gap = 9.41 eV
Relative energy (zero: lowest compared OMol25 entry of this formula, charge and spin) = 151.3 kcal per mole
Highest occupied orbital energy = -8.41 eV

Entry 3:
Formula: C5H7NO
Source: OMol25
Level of theory: ωB97M-V with the def2-TZVPD basis set

Structure (XYZ):
```
14
Properties=species:S:1:pos:R:3:forces:R:3:lowdin_charge:R:1
C -0.859196 -0.015729 -2.025669 1.29 -1.65 -0.43 -0.148
N -0.578268 1.170362 -1.247218 0.03 -0.04 0.52 0.070
C -0.051456 0.856338 -0.152298 -0.36 0.28 -0.82 -0.443
O 0.357086 1.666741 0.872159 -0.04 -0.18 0.15 0.055
C 1.027573 0.515207 1.432221 0.46 -0.27 -0.09 -0.191
C 0.063768 -0.568574 1.771638 0.05 -0.10 -0.18 -0.028
C 0.532533 -0.415641 0.307825 -0.22 -0.37 -0.94 -0.091
H -1.617264 -0.644197 -1.549906 -0.34 0.26 -0.17 0.078
H -1.184206 0.293505 -3.029122 0.34 -0.50 0.29 0.073
H 0.064520 -0.829384 -2.030979 -1.98 2.17 -0.90 0.102
H 1.980511 0.723728 1.906079 -0.09 -0.25 -0.16 0.150
H -0.960651 -0.316334 2.062197 0.29 0.00 -0.25 0.119
H 0.490170 -1.379409 2.362051 0.02 0.06 -0.34 0.109
H 0.734880 -1.056612 -0.678978 0.55 0.59 3.33 0.146
```
Positions in Å, forces in eV/Å.

Computed properties:
Frontier orbital gap = 10.58 eV
Relative energy (zero: lowest compared OMol25 entry of this formula, charge and spin) = 89.2 kcal per mole
Highest occupied orbital energy = -9.61 eV

Entry 4:
Formula: C5H7NO
Source: OMol25
Level of theory: ωB97M-V with the def2-TZVPD basis set

Structure (XYZ):
```
14
Properties=species:S:1:pos:R:3:forces:R:3:lowdin_charge:R:1
C 0.922522 1.606544 0.066629 0.16 0.19 -0.20 -0.087
N 0.248971 1.195313 1.345777 -0.07 -0.24 -0.07 0.082
C 0.329511 0.317775 0.346524 -0.13 0.29 0.15 -0.511
C -0.881249 -0.391001 -0.157255 -0.08 0.26 -0.09 -0.160
C -0.216857 -1.368418 -1.143298 0.01 -0.10 -0.18 0.015
C 0.379140 -1.349986 0.248661 0.34 -0.45 0.07 -0.169
O -0.916673 -1.419000 0.863530 -0.12 -0.03 0.09 0.001
H 0.386323 2.314647 -0.570296 0.04 -0.12 0.10 0.095
H 2.002013 1.744682 0.104091 -0.16 -0.04 0.01 0.091
H -1.274894 1.392121 1.031918 0.08 -0.02 -0.02 0.104
H -1.819957 0.976409 0.477122 0.02 0.00 0.00 0.126
H 0.358225 -0.951088 -1.969997 -0.07 -0.02 0.15 0.120
H -0.811235 -2.247917 -1.372131 0.08 0.12 0.08 0.118
H 1.239729 -1.830941 0.706096 -0.10 0.15 -0.08 0.175
```
Positions in Å, forces in eV/Å.

Computed properties:
Frontier orbital gap (alpha / beta) = 8.83 / 8.83 eV
Relative energy (zero: lowest compared OMol25 entry of this formula, charge and spin) = 209.0 kcal per mole
Highest occupied orbital energy (alpha / beta) = -9.08 / -9.08 eV

Entry 5:
Formula: C5H7NO
Source: OMol25
Level of theory: ωB97M-V with the def2-TZVPD basis set

Structure (XYZ):
```
14
Properties=species:S:1:pos:R:3:forces:R:3:lowdin_charge:R:1
O 1.911490 1.127178 -1.495787 -0.40 -0.06 -0.21 0.103
C 1.032843 0.577097 -0.897855 1.54 -1.35 1.04 -0.334
C 1.479339 -0.575067 0.412878 0.43 1.26 -1.15 -0.156
N 0.285289 -1.210700 0.364252 -0.75 -0.80 0.75 0.007
C -0.716939 -0.399137 1.033218 -0.06 -0.02 0.01 -0.231
C -1.384483 0.294849 -0.161161 -0.03 -0.25 0.03 -0.182
C -0.337670 0.336987 -1.233599 -0.75 1.15 -0.36 0.008
H 2.303491 -1.159749 -0.010879 -0.10 0.31 0.04 0.108
H 1.751270 -0.025439 1.321569 -0.08 0.03 -0.17 0.104
H -0.262282 0.346779 1.702538 -0.09 -0.15 -0.03 0.111
H -1.401444 -1.026575 1.606122 -0.02 0.08 -0.09 0.112
H -1.773624 1.298757 0.064779 0.02 -0.17 -0.07 0.115
H -2.231545 -0.310986 -0.496002 0.13 0.04 -0.05 0.115
H -0.655731 0.726012 -2.210071 0.18 -0.08 0.27 0.119
```
Positions in Å, forces in eV/Å.

Computed properties:
Frontier orbital gap (alpha / beta) = 7.12 / 8.48 eV
Relative energy (zero: lowest compared OMol25 entry of this formula, charge and spin) = 99.4 kcal per mole
Highest occupied orbital energy (alpha / beta) = -8.25 / -8.88 eV

Entry 6:
Formula: C5H7NO
Source: OMol25
Level of theory: ωB97M-V with the def2-TZVPD basis set

Structure (XYZ):
```
14
Properties=species:S:1:pos:R:3:forces:R:3:lowdin_charge:R:1
C 1.975769 -0.280358 -0.357019 -0.13 0.15 -0.11 -0.054
C 0.496195 -0.021464 -0.244016 -0.37 -0.27 -0.02 -0.276
C -0.499972 -0.838578 -0.637602 0.50 -0.92 0.40 -0.058
N -1.595858 -0.814239 0.320130 -0.18 0.36 -0.91 0.080
C -1.629455 0.575733 0.435319 -0.34 0.57 0.39 -0.491
O -2.598350 1.238754 0.169899 0.25 0.36 0.73 0.100
C -0.168735 0.983912 0.679275 -0.15 0.14 0.10 -0.049
H 2.608016 0.607002 -0.474317 -0.24 -0.07 -0.09 0.073
H 2.209132 -1.005383 -1.147644 -0.12 0.25 0.11 0.079
H 2.269155 -0.754441 0.598404 -0.02 0.17 -0.32 0.089
H -0.609809 -1.397624 -1.554156 0.42 -0.77 0.34 0.122
H -2.512151 -1.205703 0.123225 0.27 0.11 -0.65 0.134
H 0.087448 0.895615 1.741269 -0.01 0.03 -0.06 0.124
H -0.031385 2.016772 0.347234 0.14 -0.12 0.09 0.127
```
Positions in Å, forces in eV/Å.

Computed properties:
Frontier orbital gap = 9.34 eV
Relative energy (zero: lowest compared OMol25 entry of this formula, charge and spin) = 33.7 kcal per mole
Highest occupied orbital energy = -8.41 eV

Entry 7:
Formula: C5H7NO
Source: OMol25
Level of theory: ωB97M-V with the def2-TZVPD basis set

Structure (XYZ):
```
14
Properties=species:S:1:pos:R:3:forces:R:3:lowdin_charge:R:1
C 2.352653 -0.157330 0.224277 0.00 -0.02 -0.01 -0.018
C 0.893633 -0.019421 -0.106802 0.15 -0.10 0.21 -0.450
C -0.160978 -0.959849 0.105013 -0.02 0.36 -0.04 0.073
C -1.322853 -0.093767 -0.046569 0.12 0.11 0.03 -0.369
N -2.629385 -0.592870 -0.053734 -0.05 0.00 0.14 0.072
C -0.914172 1.194245 -0.187578 -0.12 -0.15 0.00 -0.055
O 0.442834 1.293158 -0.229239 -0.07 -0.13 0.03 0.003
H 2.967272 0.486451 -0.410995 -0.10 -0.08 0.10 0.085
H 2.656255 -1.198786 0.091460 -0.07 0.18 0.02 0.088
H 2.521119 0.114879 1.270575 -0.04 -0.01 -0.15 0.089
H 0.622126 -0.675023 -1.079875 0.00 -0.01 -0.19 0.190
H -2.652956 -1.521526 0.347129 -0.04 0.09 -0.05 0.079
H -3.313459 0.008121 0.387225 0.08 -0.08 -0.07 0.084
H -1.462094 2.121724 -0.310890 0.15 -0.16 0.00 0.130
```
Positions in Å, forces in eV/Å.

Computed properties:
Frontier orbital gap = 9.12 eV
Relative energy (zero: lowest compared OMol25 entry of this formula, charge and spin) = 83.7 kcal per mole
Highest occupied orbital energy = -8.35 eV

Entry 8:
Formula: C5H7NO
Source: OMol25
Level of theory: ωB97M-V with the def2-TZVPD basis set

Structure (XYZ):
```
14
Properties=species:S:1:pos:R:3:forces:R:3:lowdin_charge:R:1
O -1.727927 -0.995182 -1.896962 0.04 0.33 0.15 0.015
C -1.607801 0.086851 -1.358896 0.00 -0.07 0.05 -0.358
N -1.150747 0.284342 -0.090333 0.07 -0.01 -0.15 0.008
C -0.509980 -0.774488 0.660184 -0.04 -0.13 0.12 -0.189
C 1.021636 -0.807607 0.449109 0.02 0.00 -0.06 -0.180
C 1.569071 0.552435 0.439942 0.12 0.49 0.01 -0.154
C 1.899060 1.710070 0.387744 -0.07 -0.45 0.03 0.107
H -1.887638 1.042911 -1.843287 -0.01 -0.20 -0.01 0.132
H -0.872161 1.224926 0.153812 -0.13 -0.08 -0.09 0.117
H -0.946188 -1.717995 0.330745 0.07 0.07 0.05 0.118
H -0.745472 -0.641299 1.720108 0.09 0.02 -0.12 0.120
H 1.500146 -1.407279 1.233452 -0.12 0.10 -0.14 0.116
H 1.246223 -1.286451 -0.510795 -0.03 0.09 0.11 0.121
H 2.211774 2.728762 0.325180 0.00 -0.17 0.05 0.026
```
Positions in Å, forces in eV/Å.

Computed properties:
Frontier orbital gap = 10.72 eV
Relative energy (zero: lowest compared OMol25 entry of this formula, charge and spin) = 40.3 kcal per mole
Highest occupied orbital energy = -9.82 eV

Entry 9:
Formula: C5H7NO
Source: OMol25
Level of theory: ωB97M-V with the def2-TZVPD basis set

Structure (XYZ):
```
14
Properties=species:S:1:pos:R:3:forces:R:3:lowdin_charge:R:1
C 1.943097 -0.357434 -0.523816 0.28 -0.17 -0.18 0.081
C 0.221101 0.791417 0.631137 -0.38 0.09 0.14 -0.031
C -0.651761 1.537050 1.360862 0.13 0.08 0.05 -0.151
O -1.964483 1.122863 1.189372 0.01 0.01 0.00 -0.041
C -1.923934 0.085246 0.324856 0.00 -0.12 -0.10 -0.102
C -0.631496 -0.129258 -0.021783 -0.04 0.10 0.09 -0.390
N 0.036444 -1.050963 -0.875114 -0.03 -0.09 -0.07 0.076
H 2.316902 -0.557368 0.471957 -0.17 0.05 -0.13 0.034
H 2.167349 0.640214 -0.875088 -0.12 -0.15 0.06 0.030
H 2.209252 -1.132524 -1.241682 -0.05 0.11 0.10 0.028
H -0.562996 2.374155 2.040420 0.05 -0.14 -0.12 0.097
H -2.871935 -0.369740 0.072925 0.15 0.06 0.03 0.116
H -0.201375 -0.964227 -1.861906 0.10 0.02 0.13 0.127
H -0.050453 -2.027721 -0.599557 0.08 0.14 -0.01 0.127
```
Positions in Å, forces in eV/Å.

Computed properties:
Frontier orbital gap = 7.90 eV
Relative energy (zero: lowest compared OMol25 entry of this formula, charge and spin) = 139.7 kcal per mole
Highest occupied orbital energy = -7.73 eV

Entry 10:
Formula: C5H7NO
Source: OMol25
Level of theory: ωB97M-V with the def2-TZVPD basis set

Structure (XYZ):
```
14
Properties=species:S:1:pos:R:3:forces:R:3:lowdin_charge:R:1
C -0.076838 1.375024 1.324704 -1.05 -1.21 -1.10 -0.077
N 0.998255 1.627532 0.371211 0.44 0.11 -0.05 0.086
C 0.194256 0.515834 0.106064 -0.06 0.29 -0.65 -0.419
C 0.687810 -0.925259 -0.211230 0.27 -0.10 0.25 -0.175
C -0.757901 -1.385930 -0.406835 -0.17 0.04 0.06 -0.027
C -0.588873 0.011685 -1.066377 -0.26 0.35 -0.68 -0.170
O 0.693086 -0.474563 -1.617719 0.15 -0.30 -0.46 -0.052
H -0.214972 0.430429 1.826392 0.71 0.56 2.47 0.106
H -0.890017 2.084942 1.224880 -0.04 -0.27 0.31 0.098
H 1.930290 1.375974 0.673142 0.09 0.01 0.08 0.108
H 1.568560 -1.487867 0.121535 -0.26 0.20 0.02 0.149
H -1.391020 -1.535857 0.474360 0.05 0.27 -0.14 0.112
H -0.865396 -2.188568 -1.143292 0.02 0.19 0.18 0.115
H -1.287239 0.576625 -1.676836 0.10 -0.14 -0.29 0.147
```
Positions in Å, forces in eV/Å.

Computed properties:
Frontier orbital gap = 10.30 eV
Relative energy (zero: lowest compared OMol25 entry of this formula, charge and spin) = 133.6 kcal per mole
Highest occupied orbital energy = -9.26 eV

Entry 11:
Formula: C5H7NO
Source: OMol25
Level of theory: ωB97M-V with the def2-TZVPD basis set

Structure (XYZ):
```
14
Properties=species:S:1:pos:R:3:forces:R:3:lowdin_charge:R:1
O 2.646502 -1.400206 0.986090 -0.04 0.10 0.22 -0.065
C 2.450203 -0.391416 0.006828 0.23 0.02 -0.17 -0.276
C 1.133021 0.235381 0.137207 -0.36 0.18 0.17 0.011
C 0.026601 0.668655 0.341615 0.32 -0.25 -0.11 0.016
C -1.376106 0.997367 0.466980 -0.05 0.21 -0.09 -0.324
C -2.300592 0.129794 -0.317022 -0.13 -0.13 -0.42 -0.149
N -2.280891 0.052879 1.133660 0.10 -0.25 0.17 0.022
H 2.409856 -1.008111 1.837360 0.08 -0.18 -0.11 0.088
H 3.252254 0.357979 0.061954 -0.20 0.00 -0.02 0.118
H 2.542026 -0.884929 -0.965921 -0.06 0.06 0.14 0.121
H -1.635992 2.035352 0.656435 0.11 -0.14 -0.14 0.131
H -1.823242 -0.668090 -0.888414 -0.11 0.20 0.18 0.111
H -3.204139 0.525060 -0.775930 0.14 0.07 0.22 0.100
H -1.765296 -0.768178 1.440625 -0.04 0.10 -0.05 0.096
```
Positions in Å, forces in eV/Å.

Computed properties:
Frontier orbital gap = 10.17 eV
Relative energy (zero: lowest compared OMol25 entry of this formula, charge and spin) = 78.2 kcal per mole
Highest occupied orbital energy = -9.33 eV

Entry 12:
Formula: C5H7NO
Source: OMol25
Level of theory: ωB97M-V with the def2-TZVPD basis set

Structure (XYZ):
```
14
Properties=species:S:1:pos:R:3:forces:R:3:lowdin_charge:R:1
O -2.251984 0.335385 -1.388776 0.76 0.28 0.09 0.153
C -1.171754 0.756870 -1.231904 -0.34 -0.12 -0.09 -0.211
C -1.247261 -0.877884 1.329042 0.14 0.12 0.11 -0.068
N -0.141495 -0.270628 1.413813 -0.36 -0.25 -0.07 -0.027
C 0.882824 -0.653967 0.460834 0.10 -0.05 -0.13 -0.261
C 1.222406 0.515355 -0.475988 0.11 -0.01 0.04 -0.194
C 0.032576 1.251899 -1.055239 -0.25 -0.08 -0.05 -0.100
H -2.070811 -0.595665 1.985635 0.14 -0.05 -0.01 0.075
H -1.442572 -1.678479 0.598850 0.07 0.11 0.11 0.081
H 0.587038 -1.540750 -0.127611 -0.04 0.15 0.06 0.110
H 1.789646 -0.915874 1.019015 -0.14 0.01 -0.12 0.113
H 1.857006 0.125043 -1.283003 -0.05 0.08 0.15 0.108
H 1.823789 1.247864 0.070973 -0.11 -0.08 -0.03 0.108
H 0.130592 2.300830 -1.315642 -0.04 -0.12 -0.05 0.112
```
Positions in Å, forces in eV/Å.

Computed properties:
Frontier orbital gap = 9.69 eV
Relative energy (zero: lowest compared OMol25 entry of this formula, charge and spin) = 45.6 kcal per mole
Highest occupied orbital energy = -8.82 eV